(1)
This record from OMol25 describes a structure of composition C5H13N2S in a non-equilibrium geometry. The level of theory is ωB97M-V with the def2-TZVPD basis set.

As for the molar mass: 133.24 g/mol. The calculation puts the HOMO energy at -2.38 eV. For the max |F|, the calculation gives 1.741 eV Å⁻¹. As for the HOMO-LUMO gap: 5.582 eV.

The geometry in ORCA input format:
```
! RIJCOSX wB97M-V def2-TZVPD def2/J DEFGRID3
* xyz -1 1
C 2.68897 0.93988 -0.33254
C -0.94284 0.00891 -0.89015
H -1.50220 0.00251 -1.83456
H 2.10705 -0.67993 -1.78328
H 0.04623 -1.90162 -0.95977
C -0.85269 -1.47403 -0.50762
H 2.54677 1.57618 1.60741
C -1.70597 0.78542 0.17946
H -1.73748 -2.01882 -0.81986
H 3.23922 0.10221 1.43768
H -0.72064 -1.62707 0.56623
N 3.18155 1.03496 1.04620
H -0.03312 0.57754 -1.12036
N 2.25896 -1.44650 0.15725
H 1.35722 -0.77746 0.24168
H -1.85097 1.82858 -0.08713
C 2.35460 -0.51352 -0.71804
S -3.41330 0.18759 0.47421
H 1.77217 1.52851 -0.34685
H 3.45098 1.32663 -1.01859
H -1.11045 0.67755 1.09926
*
```

Atomic partial charges in e from the Löwdin method, atoms 1 to 5: C -0.260; C -0.384; H 0.088; H 0.111; H 0.035


(2)
This record from OMol25 describes a cluster of 2 separate species, C2H3Cl2N in total in a non-equilibrium geometry. The level of theory is ωB97M-V with the def2-TZVPD basis set.

As for the molar mass: 111.96 g/mol. The calculation puts the HOMO energy at -9.54 eV. For the max |F|, the calculation gives 6.269 eV Å⁻¹. As for the HOMO-LUMO gap: 10.248 eV.

The geometry in ORCA input format:
```
! RIJCOSX wB97M-V def2-TZVPD def2/J DEFGRID3
* xyz 0 1
C 1.70534 -0.01351 0.13997
H -0.41385 0.77703 -0.67047
C 0.28092 0.03861 -0.33878
Cl 2.58549 1.46493 -0.07689
H -0.31449 -1.47288 -0.59698
H 0.38218 0.87598 1.48507
N 0.59893 -0.02308 1.04238
Cl 2.55020 -1.54425 -0.05611
*
```

Atomic partial charges in e from the Löwdin method, atoms 1 to 5: C -1.317; H 0.072; C -0.247; Cl 0.643; H 0.197


(3)
This record from OMol25 describes a structure of composition C4H3CuLiO2 in a non-equilibrium geometry. The level of theory is ωB97M-V with the def2-TZVPD basis set.

As for the molar mass: 153.55 g/mol. The expectation value of S² is 0.76. The calculation puts the HOMO energy (alpha / beta) at -6.20 / -7.91 eV. For the max |F|, the calculation gives 2.351 eV Å⁻¹. As for the HOMO-LUMO gap (alpha / beta): 5.658 / 7.118 eV.

The geometry in ORCA input format:
```
! RIJCOSX wB97M-V def2-TZVPD def2/J DEFGRID3
* xyz 0 2
C -1.38746 -1.10721 1.09304
C 1.72400 -0.49249 -0.66422
H -1.23298 -1.30818 2.15470
O -1.32271 0.94780 -0.34428
Li -0.12045 2.49717 0.01994
C 1.90979 0.76044 -0.56306
O 1.66767 1.91076 -0.18820
C -1.48946 0.17852 0.65516
H 2.26729 -1.40898 -0.84531
Cu -0.09375 -0.09940 -1.83515
H -1.92194 -1.87843 0.51739
*
```

Atomic partial charges in e from the Löwdin method, atoms 1 to 5: C -0.073; C -0.026; H 0.025; O -0.277; Li 0.767


(4)
This record from OMol25 describes a structure of composition C5H6O. The level of theory is ωB97M-V with the def2-TZVPD basis set.

As for the molar mass: 82.10 g/mol. The calculation puts the HOMO energy at -9.25 eV. For the max |F|, the calculation gives 0.516 eV Å⁻¹. As for the HOMO-LUMO gap: 10.386 eV.

The geometry in ORCA input format:
```
! RIJCOSX wB97M-V def2-TZVPD def2/J DEFGRID3
* xyz 0 1
H 2.00116 -0.44923 0.17501
H -1.91607 1.22285 -0.58016
C -0.42763 0.26753 0.97017
H -0.08781 -2.07684 0.59447
C 1.10406 -0.37044 -0.44571
H 1.31532 -0.64829 -1.48360
O -1.18667 -0.81826 -0.73124
C -1.12173 0.53695 -0.31042
H 0.69653 1.94483 -0.24013
H -0.61634 0.52937 2.00378
C -0.11046 -1.05842 0.20807
C 0.34963 0.91995 -0.16024
*
```

Atomic partial charges in e from the Löwdin method, atoms 1 to 5: H 0.116; H 0.148; C -0.076; H 0.145; C -0.082


(5)
This record from OMol25 describes an isolated molecule of C22H22N2O in a non-equilibrium geometry. The level of theory is ωB97M-V with the def2-TZVPD basis set.

As for the molar mass: 330.43 g/mol. The calculation puts the HOMO energy at -8.20 eV. The SMILES is C[C@@H]1CCCN1CCc1cc2cc(-c3ccc(C#N)cc3)ccc2o1. For the max |F|, the calculation gives 1.065 eV Å⁻¹. As for the HOMO-LUMO gap: 8.398 eV.

The geometry in ORCA input format:
```
! RIJCOSX wB97M-V def2-TZVPD def2/J DEFGRID3
* xyz 0 1
C 0.55450 0.92445 1.65709
C -1.88820 0.49521 0.86019
H 3.44616 2.37210 0.60343
H 4.10738 1.10987 -1.14925
H 4.34291 -2.77861 -1.00486
O 1.25228 1.67666 -0.34625
C -2.16963 1.07097 -1.47448
H -0.44261 1.78667 -2.53857
H 3.09652 -2.18408 -2.10589
H 5.80742 -1.23681 -1.90274
H 4.86753 0.80306 1.88932
H 0.55928 0.64682 2.69154
C -0.84595 1.43605 -1.60199
H -2.29025 0.15902 1.80380
C 1.60437 1.41491 0.94645
N 4.14858 -0.36710 0.37858
C -0.55220 0.86593 0.75756
H 4.52604 -0.44277 -2.81605
C -6.42744 0.81776 -0.68185
C 3.89517 0.45156 1.52653
C 4.73352 0.28254 -0.77630
C -4.56538 -0.83348 0.54709
C 3.80918 -1.88896 -1.33781
C -4.13064 0.28339 -0.16697
C -5.90854 -1.12908 0.64991
H 2.99252 2.23149 2.31016
H -3.83826 -1.48328 1.01096
H -6.24035 -1.99720 1.20056
C -8.22812 -0.59231 0.14665
C 3.00155 1.71309 1.34936
H 2.06458 -3.04255 0.39258
H 2.23227 -0.67411 -0.49407
H 2.01797 -1.81235 1.65153
C -6.85039 -0.30133 0.03700
C -2.70094 0.61276 -0.25805
H 3.45575 -0.17991 2.30025
C 4.80177 -0.82557 -1.83486
N -9.34713 -0.82639 0.23747
H 5.71546 0.68326 -0.51563
H -7.15984 1.45781 -1.15232
H -4.75897 1.97721 -1.32138
H -2.81466 1.12067 -2.33865
C 3.10727 -1.24254 -0.13451
C -5.08182 1.09980 -0.78078
C -0.05166 1.34242 -0.47179
H 3.50783 -2.72774 1.36726
C 2.64517 -2.26927 0.88980
*
```

Atomic partial charges in e from the Löwdin method, atoms 1 to 5: C 0.042; C 0.037; H 0.114; H 0.113; H 0.110


(6)
This record from OMol25 describes a structure of composition C36H31Br3N6O10 in a non-equilibrium geometry. The level of theory is ωB97M-V with the def2-TZVPD basis set.

As for the molar mass: 947.39 g/mol. The calculation puts the HOMO energy at -9.78 eV. For the max |F|, the calculation gives 2.277 eV Å⁻¹. As for the HOMO-LUMO gap: 8.973 eV.

The geometry in ORCA input format:
```
! RIJCOSX wB97M-V def2-TZVPD def2/J DEFGRID3
* xyz 0 1
N 1.37500 6.93764 -0.06144
C 0.37050 -6.21620 -2.45124
C 0.45130 6.64729 1.04444
H 0.25024 0.18056 8.94262
O 2.50011 1.54278 -0.58946
C -4.75930 -0.24785 -0.01386
H 1.19782 0.61539 -6.01473
C 0.68104 -4.37161 -0.94294
C 5.43512 -0.04836 -3.86546
N 1.42825 -3.92174 -6.38957
H 2.03636 -0.29376 -2.08648
H 1.17807 -0.11713 1.26197
H -0.19665 4.74650 0.24874
C 0.01136 -0.90795 7.10328
C 0.14277 -0.43007 -4.43750
H -1.10002 -3.60527 -0.02641
O -3.16964 -0.84567 -1.54760
C -0.88745 7.49475 2.82422
C -0.22980 -1.65993 -3.92129
H 6.36035 0.06716 -4.42125
C -1.33017 5.33064 1.95052
H 0.65699 8.62327 1.89118
C -5.71665 0.65685 0.39332
H 2.76020 -1.99065 -3.86528
C -1.66238 6.36710 2.83364
Br -0.30086 -0.73693 -0.74407
C 0.16592 -2.82193 -4.59609
O 1.75694 5.99464 -0.72558
O -0.72314 -3.10668 7.13807
C 1.04594 0.04879 5.19848
H -5.85949 1.59156 -0.13586
C 3.36939 -1.13579 -3.58226
C 1.18554 -1.47245 -6.33432
C -0.27623 5.45262 1.06352
C -4.46861 -1.32238 0.81105
C -0.99856 -6.07235 -2.17750
H -6.57430 -0.70681 3.35129
C 5.16225 0.78677 -2.78966
H -0.10818 -1.83552 5.24340
H 1.34951 -3.67319 -0.45314
H 2.24442 1.73815 5.45860
H 1.71291 -1.33792 -7.26765
H 0.79387 -6.92686 -3.14161
C 0.15391 7.66891 1.92355
H 2.28159 -5.45349 -1.91375
O -1.20079 -1.83078 8.79469
H -1.14159 8.31419 3.48770
C 0.13600 0.03912 1.01852
N 3.58265 1.65765 -1.14741
O 1.21156 -4.97255 -5.84647
H -4.75737 -2.33886 2.63064
H -0.09961 -3.73884 -4.09793
C 1.40116 1.04396 7.37137
O -4.24327 1.00787 -1.85131
H -7.19705 1.15441 1.87042
H -0.13129 0.51767 -3.98647
H -1.94044 4.43628 1.97026
C 0.88541 -0.33307 -5.59991
C -6.02753 -0.54900 2.42766
O 1.67253 8.09892 -0.26011
C 0.90405 -2.69568 -5.76487
H -3.64960 -1.98848 0.56024
Br -1.04823 -0.70137 2.31361
H 1.99036 1.74283 7.94566
H -2.48738 6.30245 3.52905
C -5.05329 -1.47531 2.05441
C 0.33439 -0.99383 5.76067
H 1.22471 0.08139 4.13218
C 1.58816 1.05315 5.97999
H 4.77420 -1.73190 -5.10534
C -0.67659 -4.33005 -0.70834
H -0.80384 -1.73141 -3.00395
C -6.39904 0.48353 1.58852
N -1.48331 -5.23452 -1.28072
H -1.73607 -6.77115 -2.55949
O 4.39148 2.52411 -0.87283
Br -0.26404 1.87530 0.99312
O 2.09837 -3.81375 -7.38487
C 1.21169 -5.32202 -1.80870
C 3.90351 0.71240 -2.19772
C 4.55509 -1.02277 -4.32446
N -0.69076 -2.03950 7.70583
C 0.51965 0.10823 7.89762
C 3.01085 -0.29907 -2.55881
N -3.97867 -0.00556 -1.25945
H 5.91770 1.53312 -2.59885
*
```

Atomic partial charges in e from the Löwdin method, atoms 1 to 5: N -0.355; C -0.064; C -0.137; H 0.119; O 0.010


Question: Number 4 is which compound?
Answer: C5H6O